ORCA calculation (wB97M-V/def2-TZVPD) on a molecular structure, C61H60AsCl2O2P3Sc.

Each line ends with the Löwdin charge.
Positions of all 130 atoms, in Å:
C1 3.4612 -4.8063 -1.3330  -0.043
C2 -4.9286 -1.9581 0.4799  -0.113
C3 -3.8452 5.0539 1.6282  -0.040
C4 4.7950 -0.7631 3.6062  -0.043
C5 -3.5107 -5.4632 -2.1327  -0.029
C6 2.2677 -1.0243 -3.9081  -0.037
C7 -2.5454 -6.1183 -1.3770  -0.030
C8 -0.2779 4.1985 -3.9691  -0.044
C9 3.1951 -5.0411 -2.6754  -0.038
H1 -0.7452 3.0711 2.7530  0.058
H2 -3.1204 3.0649 -1.6412  0.077
C10 -4.4079 1.3199 0.5211  -0.379
C11 0.0030 -3.8728 1.5762  -0.286
H3 6.5477 3.5761 -2.3218  0.126
C12 -0.0637 0.8999 4.2934  -0.833
H4 5.6260 0.2754 0.2273  0.110
C13 -3.5161 -1.5012 0.8208  -0.409
C14 6.2335 1.9010 -1.0140  -0.035
H5 -4.2178 -3.5719 -2.8498  0.114
H6 4.0491 4.9527 0.3209  0.119
H7 -3.4399 -1.2914 1.8921  0.050
C15 2.4582 -0.3375 -1.2151  -0.368
H8 -4.2531 5.3121 3.7172  0.122
H9 1.0023 4.0820 -2.2689  0.095
C16 -4.3412 -0.1004 -2.6171  -0.116
H10 1.0128 -6.5883 3.3383  0.125
C17 2.7897 -1.7302 1.9639  -0.118
H11 -2.6410 1.1701 -2.2285  0.020
C18 -3.4734 -4.0837 -2.2540  -0.050
C19 -2.4917 4.1301 3.3824  -0.061
H12 -5.0943 0.6166 -2.2915  0.076
H13 7.2587 1.5620 -1.0707  0.122
H14 0.7521 0.9488 -1.6528  0.048
H15 -5.2733 0.9222 -0.0109  0.073
H16 2.6993 -3.4086 3.2932  0.106
H17 4.5111 -2.5511 4.7548  0.121
C20 1.3105 -0.1921 -3.3519  -0.040
C21 -1.9064 3.7315 1.0690  -0.405
Sc1 -0.1281 0.3214 0.4092  0.649
C22 4.5230 3.4758 -1.6402  0.010
C23 -1.6561 3.5667 2.4333  -0.164
H18 4.3981 -5.1295 -0.8992  0.123
O1 -0.2330 -1.6393 0.0051  -0.475
H19 -0.6319 1.7246 4.7090  0.042
C24 0.6126 -5.0991 1.8555  -0.082
C25 1.4263 0.1589 -2.0128  -0.162
C26 -1.5666 4.0538 -4.4610  -0.044
H20 4.1930 4.3570 -2.1746  0.140
C27 3.3983 -0.5184 1.6602  -0.404
H21 -2.2675 4.0302 4.4372  0.116
P1 -0.5701 3.1681 -0.0354  1.072
H22 -0.2023 -5.3946 5.1279  0.124
H23 -3.5955 3.5486 -3.9811  0.121
H24 2.7414 -4.0279 0.5085  0.092
C28 -2.4775 -3.3555 -1.6175  -0.094
P2 2.6635 0.5186 0.3808  1.077
H25 -2.5694 -7.1949 -1.2792  0.124
Cl1 -1.0911 0.3174 2.8831  0.601
H26 -0.0032 0.0481 4.9607  0.052
H27 -5.0345 -2.2048 -0.5741  0.052
H28 -5.1704 -2.8558 1.0494  0.094
H29 -3.7948 1.7292 2.5674  0.040
H30 3.3851 6.9485 1.5723  0.125
H31 4.0646 -2.1462 -3.5759  0.124
C29 3.0051 5.1266 0.5292  0.014
C30 2.5169 -4.1802 -0.5359  -0.089
C31 -0.0041 3.9411 -2.6338  -0.069
H32 1.9917 -2.0920 1.3310  0.055
C32 -0.7008 -3.2187 2.5865  -0.090
C33 -2.5830 3.6445 -3.6108  -0.052
H33 -5.5038 1.9916 2.2432  0.093
H34 5.5794 -0.3843 4.2476  0.123
H35 -1.3279 -3.2501 4.6348  0.116
H36 -5.6734 -1.2037 0.7314  0.072
C34 -3.6009 4.8646 2.9794  -0.042
C35 5.3143 1.1862 -0.2668  -0.071
H37 -0.7958 -5.9299 -0.1823  0.108
H38 -4.2255 2.3203 0.1423  0.040
H39 1.1365 -5.6490 1.0869  0.108
H40 -2.2185 -0.5072 -2.3365  0.049
C36 0.3322 5.5970 1.0748  -0.049
H41 -4.2537 -0.0091 -3.7000  0.090
H42 0.0887 -3.7324 -2.8723  0.116
C37 -4.6566 1.3425 2.0230  -0.136
C38 2.0313 4.2443 0.0831  -0.260
C39 1.2854 6.5118 1.4800  -0.044
C40 2.6258 6.2566 1.2339  -0.029
C41 -1.5458 -5.3960 -0.7519  -0.052
H43 1.7829 -4.8083 -4.2758  0.124
O2 2.3041 3.1677 -0.7447  -0.082
C42 3.6284 2.7777 -0.8483  -0.291
H44 4.8636 0.9315 2.3037  0.111
H45 -1.7819 4.2746 -5.4977  0.121
C43 0.5406 -5.6372 3.1322  -0.039
C44 -2.9897 0.1698 -1.9666  -0.402
P3 -0.0921 -3.2092 -0.0903  0.947
C45 3.1829 -2.4653 3.0710  -0.050
C46 0.6895 4.4245 0.3969  -0.259
C47 -2.9945 4.5043 0.6753  -0.092
H46 3.9240 -5.5548 -3.2886  0.125
H47 0.5170 4.5325 -4.6223  0.119
C48 -0.7679 -3.7577 3.8602  -0.047
H48 -2.4613 -2.2846 -1.7146  0.063
C49 5.8344 3.0348 -1.7152  -0.020
C50 4.1932 -1.9821 3.8915  -0.039
As1 -2.9155 0.1769 -0.0007  1.194
H49 0.5157 0.2209 -3.9594  0.120
C51 1.9925 -4.6254 -3.2303  -0.049
H50 -4.6843 5.6572 1.3084  0.123
H51 2.2186 -1.2761 -4.9593  0.125
H52 -0.7027 5.8023 1.3014  0.109
H53 4.2252 -1.5615 -1.1880  0.123
H54 -4.7159 -1.0987 -2.3983  0.051
C52 1.0423 -4.0056 -2.4371  -0.067
C53 4.3956 -0.0243 2.5025  -0.111
C54 3.3999 -1.1917 -1.7837  -0.058
Cl2 1.5088 1.3982 3.7605  0.673
C55 -0.1427 -4.9665 4.1363  -0.036
C56 -1.0199 3.5239 -1.7690  -0.341
C57 -1.5082 -4.0016 -0.8632  -0.295
H55 -1.2200 -2.2976 2.3729  0.035
C58 3.3096 -1.5168 -3.1261  -0.041
H56 -3.1663 4.7302 -0.3680  0.105
C59 1.2890 -3.7875 -1.0775  -0.274
C60 -2.3096 3.3751 -2.2779  -0.144
H57 0.9835 7.4121 1.9961  0.121
H58 -2.7823 -2.2732 0.6016  0.019
H59 -4.9024 0.3528 2.4105  0.067
C61 3.9918 1.6293 -0.1714  -0.256
H60 -4.2872 -6.0311 -2.6271  0.124

Calculated total energy = -202757.328 eV
Net charge = +3
Spin multiplicity = 1
Kohn-Sham gap = 6.82 eV

=====

ORCA calculation (wB97M-V/def2-TZVPD) on a molecular structure, C61H64CsN5O5P4S2 at a distorted geometry.

Each line ends with the Löwdin charge.
Positions of all 142 atoms, in Å:
H1 -1.1698 -3.9640 -1.9534  0.097
C1 3.1505 -3.5242 -6.7485  -0.101
C2 -1.7294 -1.4535 -3.5085  -0.261
O1 1.7049 4.3215 2.8025  -0.259
O2 2.4153 1.8111 2.7210  -0.511
H2 2.4853 7.3848 0.7776  0.089
C3 -4.7919 -0.6632 -1.4081  -0.083
H3 -1.5770 5.5169 4.0140  0.087
C4 2.9876 -1.6183 3.7661  -0.055
H4 1.1134 0.6545 4.3572  0.067
H5 -5.2928 4.1065 -2.9412  0.100
C5 4.8495 2.8095 4.0212  -0.074
H6 4.2182 4.7917 5.8116  0.090
C6 -4.7948 1.7120 2.3941  -0.092
H7 -4.3103 2.6207 0.5244  0.097
H8 -5.1157 -0.1131 -0.5376  0.093
H9 0.9466 0.2822 -4.9194  0.111
H10 -1.5241 6.6353 2.6389  0.090
H11 1.7333 6.2882 -1.2063  0.092
N1 1.3293 5.6584 0.7298  -0.289
C7 3.7563 -3.6847 -0.0048  -0.118
H12 -0.0414 6.2255 3.5102  0.066
H13 -2.3739 -3.5451 -6.1373  0.116
C8 -2.5935 -2.9439 -5.2662  -0.001
H14 2.5297 -6.5443 -3.6624  0.113
H15 4.6543 1.8690 3.5140  0.063
H16 -3.3966 -4.4958 -1.0797  0.102
H17 -1.7597 3.2446 1.1499  0.061
C9 -5.3764 -2.1327 -3.1624  -0.164
C10 1.7101 6.9004 1.3755  -0.104
O3 0.6103 3.1764 0.7179  -0.569
C11 3.1657 -4.9079 -6.0470  -0.101
Cs1 1.6449 0.8982 0.4937  1.241
H18 6.1047 -1.2027 4.9291  0.101
H19 5.5015 3.4225 3.3912  0.093
C12 0.5808 3.7162 5.6064  -0.108
H20 3.8155 -1.9639 5.6895  0.097
H21 -5.0231 -4.5870 -5.1720  0.118
H22 -2.5999 3.7506 2.6190  0.086
C13 -1.7421 3.1110 -1.8054  -0.109
H23 2.8188 5.3569 4.8962  0.063
C14 -3.8359 -2.8489 -4.7296  -0.160
C15 2.2620 -5.4971 -3.6553  -0.004
H24 -2.1124 -3.3702 2.8494  0.103
H25 -2.5852 4.8183 1.1902  0.096
H26 -0.5683 -2.3338 -5.0507  0.095
C16 -2.6345 -4.1289 -0.4042  -0.078
H27 5.0723 -5.9675 2.1155  0.096
C17 2.1081 -3.3261 -4.6273  -0.095
H28 -5.1289 0.5794 4.1869  0.099
H29 0.7035 4.8546 -1.0897  0.066
C18 -3.4731 -0.5411 -1.8063  -0.262
C19 2.4404 -2.6036 -5.7905  -0.154
H30 -6.9989 -2.5241 -4.5182  0.118
H31 -0.3022 1.2026 5.2780  0.090
C20 1.7247 -4.9282 -2.4775  -0.056
C21 -3.3671 0.6975 0.7304  -0.384
C22 2.9782 -5.6271 1.8023  -0.090
C23 -4.1653 1.7537 1.1556  -0.114
C24 -1.9997 4.1006 1.7747  -0.084
C25 1.0040 -1.4396 -3.7161  -0.339
C26 4.3253 -5.3979 1.5797  -0.094
C27 -2.8994 -3.9937 0.9483  -0.092
C28 -1.5531 -2.2354 -4.6278  -0.042
H32 0.8690 7.5980 1.4661  0.085
C29 2.5079 -4.6739 -4.7127  -0.154
C30 -5.7608 -1.4586 -2.0493  -0.009
C31 -0.6758 -3.1318 1.2877  -0.114
C32 -1.9673 4.3552 -2.3742  -0.078
H33 0.0283 6.4681 -0.7396  0.090
O4 -0.2849 0.7257 -2.9650  -0.526
N2 3.1592 -1.2193 2.4896  -0.236
C33 -1.9116 -3.4969 1.7920  -0.112
C34 -0.9871 5.8258 3.1471  -0.111
H34 1.9722 -1.9327 3.9531  0.128
C35 -1.3778 -3.8115 -0.9004  -0.087
H35 4.4273 5.4345 4.1702  0.091
P1 2.2066 2.9898 3.5777  0.493
N3 3.6016 3.5095 4.2701  -0.289
C36 0.9153 5.8279 -0.6511  -0.094
C37 3.7714 4.8372 4.8143  -0.106
H36 0.9769 -5.0933 1.3040  0.096
H37 4.1625 -3.1700 -6.9488  0.119
H38 -3.8726 -4.2553 1.3415  0.101
H39 0.6450 4.7122 5.1721  0.054
H40 2.1238 6.7037 2.3605  0.069
H41 -6.5638 -3.8908 -3.5131  0.117
C38 -5.1284 -3.5010 -5.1370  -0.102
C39 -3.2411 4.7140 -2.7817  -0.087
C40 2.4004 -3.9039 0.2181  -0.378
H42 6.3835 -0.4868 2.5891  0.095
N4 0.9715 2.7122 4.6395  -0.287
P2 0.6745 4.3898 1.5534  0.490
H43 -3.6853 -1.3028 3.4554  0.099
P3 1.2521 -2.8064 -0.6931  1.107
C41 4.3722 -0.7850 2.0051  -0.735
H44 -0.4604 3.5549 5.8967  0.090
H45 1.2008 3.6827 6.5110  0.091
H46 1.6674 -5.5615 -1.6006  0.110
C42 4.0008 -1.6245 4.6823  -0.079
O5 2.1035 -1.2335 1.7215  -0.525
H47 2.6289 -5.6595 -6.6274  0.116
C43 -3.1954 -0.3896 1.5887  -0.091
C44 1.3655 -3.6038 -2.3531  -0.296
C45 -3.0358 -1.3008 -2.9373  -0.130
H48 -4.8939 1.8965 -1.9315  0.098
P4 -2.4131 0.6213 -0.8297  1.118
H49 -1.1405 5.0407 -2.5162  0.090
C46 5.4186 -0.8101 2.9566  -0.130
H50 4.1841 -5.2773 -5.9176  0.118
H51 5.3571 2.6146 4.9701  0.091
H52 0.0777 -2.7093 1.9399  0.095
C47 1.4722 -2.7743 -3.5138  -0.159
H53 -5.4269 -3.1807 -6.1372  0.119
C48 -4.2988 3.8290 -2.6205  -0.082
C49 -4.6355 0.6129 3.2243  -0.090
H54 -3.4100 5.6804 -3.2368  0.099
C50 -3.8296 -0.4404 2.8148  -0.075
H55 -5.4154 2.5399 2.7040  0.102
H56 4.0774 -2.8949 -0.6724  0.072
H57 -6.7651 -1.5038 -1.6521  0.115
C51 2.1145 -1.2834 -5.8806  -0.004
C52 2.0219 -4.8868 1.1231  -0.092
S1 4.6345 -0.2692 0.3904  0.458
H58 1.3015 1.1703 6.0485  0.091
C53 1.3448 -0.7204 -4.8362  -0.054
H59 5.7574 -4.2205 0.4912  0.105
C54 -4.0731 2.5887 -2.0484  -0.090
C55 4.7108 -4.4252 0.6678  -0.076
H60 2.6360 -3.5597 -7.7106  0.117
S2 -0.2825 -0.7452 -2.6937  0.907
H61 2.3736 -0.6858 -6.7431  0.114
C56 -0.3828 -3.3206 -0.0633  -0.361
C57 -6.1519 -3.0480 -4.0697  -0.103
H62 -0.7483 2.8158 -1.5035  0.075
N5 -0.7740 4.6994 2.2705  -0.280
H63 2.6632 -6.3853 2.5070  0.098
C58 -4.0351 -2.0419 -3.5895  -0.084
C59 -2.7952 2.2211 -1.6281  -0.358
C60 0.7663 1.3561 5.1107  -0.083
C61 5.2607 -1.2073 4.2527  -0.100
H64 -2.5493 -1.2081 1.2922  0.077

Calculated total energy = -141361.669 eV
Spin multiplicity = 1
Energy relative to the best compared isomer or geometry (same formula, charge and spin) = 12.1 kcal/mol
Kohn-Sham gap = 6.20 eV

=====

ORCA calculation (wB97M-V/def2-TZVPD) on a molecular structure, C61H67AsBN6NiO2S2.

Each line ends with the Löwdin charge.
Positions of all 141 atoms, in Å:
H1 4.7205 3.1570 0.5462  0.080
C1 0.1723 0.6815 -2.9697  -0.293
C2 -2.1693 -1.9025 -2.8788  -0.117
H2 -5.6712 0.0620 0.8465  0.088
H3 -2.4688 -1.7191 2.3231  0.057
C3 -3.7265 0.3308 -0.0762  -0.365
H4 4.5430 -0.3037 3.8128  0.076
H5 -0.2599 5.6884 3.3375  0.130
C4 -0.0343 -0.6189 -3.3744  -0.147
H6 4.4132 -2.3662 5.0905  0.110
C5 -4.0284 -1.8373 -4.4237  -0.059
H7 -1.1257 -2.3578 4.9930  0.139
C6 -4.2599 0.7035 -1.4664  -0.045
C7 -2.9241 -2.7325 -2.0142  -0.158
C8 0.0366 -2.1570 3.2118  -0.107
C9 2.4172 3.7079 -0.8568  -0.039
O1 0.0031 1.1516 -0.3079  -0.544
H8 1.5357 3.3124 -1.3586  0.040
H9 0.0080 -3.2198 2.9564  0.094
C10 0.2164 4.9045 2.7693  -0.046
H10 4.0756 0.0531 0.0564  0.012
H11 -0.7119 -2.9745 0.5588  0.088
H12 -2.1381 -0.3875 6.4602  0.117
H13 1.7241 -6.5010 -1.7346  0.120
H14 -5.2247 2.8441 0.4809  0.114
H15 0.0416 -1.5766 2.2876  0.017
H16 -0.6642 3.5236 0.0630  0.085
C11 -1.3323 5.1413 -1.1895  -0.013
C12 1.9202 -1.9827 -6.8567  -0.060
H17 0.9600 -1.9549 3.7490  0.039
N1 -1.3096 1.8285 4.2282  -0.008
H18 2.0836 -2.9565 2.2581  0.001
H19 2.2917 1.7680 -5.3613  0.124
H20 2.4564 2.0420 0.4793  0.084
C13 3.4657 -4.0156 -3.2170  -0.028
N2 -0.9392 0.6791 3.6031  0.051
H21 3.9840 -6.1436 -4.7089  0.077
C14 -1.8058 5.5288 -2.4402  -0.253
H22 0.8788 -4.6084 -0.4138  0.106
C15 1.5981 -4.4325 -1.2051  -0.067
B1 -1.5404 3.1446 3.4474  -0.499
H23 -4.4014 -0.9161 1.5888  0.062
C16 2.0777 -5.4973 -1.9481  -0.031
C17 4.3195 -0.0204 1.1158  -0.297
C18 0.6044 -1.1033 -4.5500  -0.103
H24 -0.1622 -3.1257 -4.4276  0.125
H25 3.2955 3.4468 -1.4523  0.091
H26 3.3630 0.9859 4.1040  0.071
H27 1.1900 2.5631 -3.3212  0.108
C19 2.9854 -2.9347 -2.4859  -0.064
H28 4.0040 3.1287 2.1736  0.078
H29 1.2339 -2.9295 7.9011  0.104
H30 2.6367 -7.1117 -4.0826  0.082
H31 3.3247 -1.9242 -2.6802  0.111
C20 -1.1548 2.8742 -1.9201  -0.375
N3 0.5149 2.8501 2.0272  0.051
C21 -2.3723 -3.1193 -0.7669  -0.008
H32 -4.7853 -3.7927 -1.7479  0.119
H33 3.3877 -2.6586 1.0936  0.016
C22 2.8802 -2.7785 6.5310  -0.074
H34 -2.0188 3.9778 4.1627  0.125
C23 0.4552 -2.4400 -4.9975  -0.011
C24 -1.6527 3.2264 -3.1702  -0.075
C25 1.6372 1.1063 -4.8045  0.006
H35 2.7404 -0.0191 -6.9880  0.118
O2 2.0795 -0.5432 -1.3357  -0.494
Ni1 -0.3177 1.0111 1.6687  0.716
H36 -1.1984 5.8901 -0.4157  0.121
N4 -0.2280 3.6447 2.8315  -0.019
C26 1.6847 -0.4463 5.6372  -0.068
H37 0.9859 -3.8927 -6.4540  0.111
C27 -4.7667 -2.6974 -3.5800  -0.061
H38 -5.2950 1.0456 -1.3867  0.090
H39 -5.7634 -3.0069 -3.8706  0.111
H40 2.3316 4.7977 -0.8256  0.091
C28 -4.2792 2.6491 0.9632  0.004
C29 2.9914 -2.3863 2.0722  -0.296
H41 3.9792 4.6107 1.2149  0.082
H42 4.7505 0.9154 1.4527  0.008
C30 -3.6549 3.4081 1.9299  -0.049
C31 -1.0226 3.8182 -0.9179  -0.067
C32 3.4771 -6.4745 -3.8022  -0.043
C33 -1.8169 1.5416 5.4359  -0.043
S1 1.3647 -1.6674 -0.6858  0.952
H43 -1.1686 7.5455 -2.7914  0.089
H44 -3.9518 4.3368 2.3950  0.129
C34 1.6897 -2.3533 7.1050  -0.081
C35 1.4536 3.6232 1.4593  -0.264
H45 -5.0611 -1.3763 0.0053  0.076
C36 -2.7610 -1.4551 -4.0878  -0.015
C37 -1.1759 -1.7956 4.0593  -0.338
C38 3.4679 -2.0388 5.5121  -0.059
H46 -2.5085 -3.2717 3.1849  0.087
H47 -4.2385 -0.1680 -2.1256  0.061
H48 -3.3507 -1.8630 3.8548  0.087
C39 -4.2269 -3.1339 -2.4036  -0.030
C40 -1.7920 0.1768 5.6066  -0.017
H49 -2.7124 7.4258 -1.9541  0.085
C41 -2.0992 6.9761 -2.7365  -0.041
As1 2.6923 -0.4421 2.1179  1.147
H50 -3.6843 1.5037 -1.9289  0.059
C42 -1.1274 -2.7013 -0.4048  -0.091
C43 -2.4601 -2.1869 3.3126  -0.051
H51 -2.1796 2.3254 6.0844  0.131
C44 1.4409 -0.2185 -5.2764  -0.139
H52 3.3601 -3.6842 6.8831  0.106
H53 -2.3478 4.8311 -4.3994  0.118
N5 -2.5120 2.8009 2.2761  -0.011
H54 -1.7772 2.4759 -3.9438  0.121
H55 4.1755 -7.0890 -3.2281  0.088
C45 1.0994 -1.1766 6.6605  -0.085
C46 3.4816 -0.0826 3.9209  -0.314
C47 2.0920 -0.6939 -6.4405  -0.022
C48 1.0957 -2.8664 -6.1244  -0.058
H56 4.1997 -3.8450 -3.9970  0.118
H57 5.0456 -0.8204 1.2629  0.037
H58 -2.8054 -0.2543 -0.1697  0.095
H59 -2.6171 7.0861 -3.6879  0.078
C49 -4.7772 -0.5308 0.6395  -0.041
H60 -2.1929 -0.8059 -4.7444  0.123
H61 -4.4773 -1.4769 -5.3422  0.113
H62 1.2150 0.4688 5.2866  0.110
C50 -3.4293 1.5518 0.7551  -0.259
H63 2.4292 -2.3401 -7.7437  0.110
C51 3.0020 -5.3026 -2.9792  -0.264
N6 -2.3481 1.6721 1.5407  0.069
C52 1.2918 4.9428 1.9073  -0.001
C53 -0.8510 -1.5122 -2.5015  -0.165
C54 2.0335 -3.1451 -1.5054  -0.348
C55 -1.2482 -0.3353 4.4193  -0.273
H64 1.8828 5.8048 1.6413  0.114
H65 3.7300 -2.6513 2.8295  0.029
C56 -0.3487 -1.9141 -1.2893  -0.297
S2 -0.8453 1.1539 -1.5703  1.098
C57 2.5449 3.1259 0.5512  -0.358
C58 1.0221 1.5548 -3.6776  -0.045
C59 2.8731 -0.8699 5.0410  -0.323
C60 -1.9706 4.5505 -3.4228  -0.020
H66 -2.9637 -3.7390 -0.1017  0.125
C61 3.8953 3.5221 1.1599  -0.064
H67 0.1797 -0.8246 7.1133  0.094

Calculated total energy = -201607.974 eV
Net charge = +1
Spin multiplicity = 3
Kohn-Sham gap (spin up / spin down) = 8.14 / 7.77 eV

=====

Q: Which formula does entry 2 have?
A: C61H64CsN5O5P4S2

=====

Q: Number 2 is which compound?
A: C61H64CsN5O5P4S2